1.
This record from the Open Molecules 2025 dataset describes a structure of composition C25H30FN4O3Zr in a non-equilibrium geometry. The level of theory is ωB97M-V/def2-TZVPD.

Atoms and positions in Å:
Zr (-2.111, 3.050, 1.369)
C (-2.824, 5.802, 0.470)
N (-3.249, 4.407, 0.163)
C (-2.832, 4.023, -1.220)
C (-4.717, 4.176, 0.360)
C (-4.975, 2.726, 0.714)
C (-6.240, 2.197, 0.524)
C (-6.507, 0.895, 0.920)
C (-5.521, 0.115, 1.520)
C (-4.265, 0.647, 1.732)
C (-3.957, 1.956, 1.329)
H (-3.266, 6.505, -0.232)
H (-1.740, 5.891, 0.394)
H (-3.144, 6.075, 1.473)
H (-3.285, 4.703, -1.937)
H (-3.167, 3.011, -1.433)
H (-1.749, 4.089, -1.326)
H (-5.252, 4.486, -0.537)
H (-5.045, 4.822, 1.173)
H (-7.024, 2.796, 0.073)
H (-7.499, 0.487, 0.769)
H (-5.748, -0.895, 1.833)
H (-3.518, 0.046, 2.232)
C (4.162, -1.110, 2.776)
C (2.711, -1.541, 2.898)
N (1.795, -0.642, 2.137)
C (1.211, 0.355, 2.797)
C (0.349, 1.222, 2.183)
C (-0.472, 2.316, 2.782)
O (-1.645, 2.041, 3.192)
O (-0.283, 3.495, 2.348)
C (-0.010, 1.034, 0.839)
O (-0.945, 1.802, 0.282)
C (0.630, 0.000, 0.125)
C (0.383, -0.223, -1.245)
C (1.024, -1.211, -1.902)
F (0.731, -1.410, -3.192)
C (1.978, -2.071, -1.278)
C (2.223, -1.840, 0.069)
C (1.554, -0.835, 0.783)
N (2.614, -3.075, -1.984)
C (2.604, -3.148, -3.459)
C (3.583, -4.211, -3.940)
N (4.858, -4.127, -3.141)
C (4.628, -4.448, -1.669)
C (3.151, -4.269, -1.337)
H (4.790, -1.813, 3.324)
H (4.315, -0.120, 3.207)
H (4.498, -1.082, 1.737)
H (2.377, -1.515, 3.931)
H (2.541, -2.554, 2.547)
H (1.455, 0.444, 3.848)
H (-0.339, 0.382, -1.776)
H (2.973, -2.425, 0.574)
H (2.890, -2.180, -3.868)
H (1.629, -3.403, -3.868)
H (3.820, -4.056, -4.988)
H (3.210, -5.225, -3.821)
H (5.246, -3.187, -3.233)
H (5.560, -4.758, -3.531)
H (5.267, -3.780, -1.098)
H (4.947, -5.474, -1.499)
H (3.048, -4.223, -0.260)
H (2.578, -5.144, -1.652)

The value obtained for the LUMO energy is -8.6 eV. The gap between HOMO and LUMO is 7.5 eV. As for the spin multiplicity: 1. As for the highest occupied orbital energy: -0.594 hartree. The net charge is +3.

Mulliken atomic charge list, values in e, 8 entries: Zr 1.0010; C -1.1086; N -0.1609; C -1.0830; C -1.0378; C 0.5932; C -0.9649; C -0.4656

2.
This record from the Open Molecules 2025 dataset describes a structure of composition C25H30IMoN5. The level of theory is ωB97M-V/def2-TZVPD.

Atoms and positions in Å:
Mo (-0.127, 0.573, 0.239)
N (0.185, -3.671, 1.724)
C (0.429, -2.936, 3.047)
C (-0.797, -2.122, 3.499)
C (-0.752, -0.587, 3.413)
N (-1.285, -0.009, 2.112)
C (0.632, -0.065, 3.757)
C (1.734, -0.649, 2.889)
N (1.679, -0.163, 1.451)
C (1.764, -2.176, 3.033)
H (-0.655, -4.254, 1.793)
H (0.964, -4.312, 1.537)
H (0.084, -3.065, 0.909)
H (0.534, -3.775, 3.733)
H (-0.899, -2.331, 4.566)
H (-1.722, -2.522, 3.069)
H (-1.443, -0.237, 4.181)
H (-1.668, 0.905, 2.364)
H (-2.129, -0.540, 1.904)
H (0.843, -0.353, 4.791)
H (0.658, 1.023, 3.776)
H (2.692, -0.304, 3.279)
H (2.195, -0.843, 0.894)
H (2.281, 0.659, 1.417)
H (2.214, -2.353, 4.012)
H (2.474, -2.631, 2.333)
N (-1.742, -0.667, -0.683)
C (-1.264, -1.616, -1.695)
C (-2.073, -2.470, -2.396)
C (-1.518, -3.286, -3.404)
C (-0.186, -3.198, -3.713)
C (0.657, -2.302, -3.011)
C (2.021, -2.102, -3.321)
C (2.751, -1.173, -2.616)
C (2.139, -0.473, -1.579)
N (0.857, -0.634, -1.234)
C (0.105, -1.529, -1.969)
H (-2.309, 0.051, -1.145)
H (-2.406, -1.137, -0.070)
H (-3.140, -2.511, -2.203)
H (-2.162, -3.962, -3.951)
H (0.234, -3.801, -4.509)
H (2.479, -2.669, -4.124)
H (3.788, -0.973, -2.849)
H (2.704, 0.269, -1.026)
I (0.415, 2.851, 1.803)
C (-0.107, 4.230, 0.355)
C (-0.088, 5.582, 0.567)
C (-0.474, 6.428, -0.493)
C (-0.841, 5.884, -1.695)
C (-0.837, 4.483, -1.897)
C (-1.180, 3.933, -3.149)
C (-1.128, 2.573, -3.354)
C (-0.755, 1.720, -2.314)
C (-0.457, 2.172, -1.007)
C (-0.468, 3.604, -0.835)
H (0.216, 6.009, 1.515)
H (-0.469, 7.500, -0.345)
H (-1.136, 6.526, -2.516)
H (-1.462, 4.598, -3.958)
H (-1.356, 2.156, -4.325)
H (-0.691, 0.674, -2.577)

The value obtained for the LUMO energy (spin up / spin down) is -13.3 / -13.3 eV. The gap between HOMO and LUMO (spin up / spin down) is 6.0 / 6.0 eV. As for the spin multiplicity: 1. As for the highest occupied orbital energy (spin up / spin down): -0.712 / -0.712 hartree. The net charge is +4.

Mulliken atomic charge list, values in e, 8 entries: Mo -1.4317; N -0.0531; C 0.3175; C -1.3247; C 0.1528; N -0.3750; C -1.2359; C -0.0448

3.
This record from the Open Molecules 2025 dataset describes a structure of composition C25H30MnNO3S6Sb. The level of theory is ωB97M-V/def2-TZVPD.

Atoms and positions in Å:
Mn (-0.644, -0.710, -0.908)
S (-1.218, 1.487, -1.757)
C (-2.903, 1.604, -1.144)
C (-3.458, 2.877, -1.127)
C (-4.681, 3.093, -0.504)
C (-5.358, 2.038, 0.088)
C (-4.836, 0.752, 0.034)
C (-3.607, 0.537, -0.567)
S (-2.939, -1.053, -0.945)
C (-2.896, -2.187, 0.485)
C (-1.837, -3.198, 0.082)
C (-1.982, -4.553, 0.321)
C (-1.002, -5.420, -0.140)
C (0.085, -4.924, -0.844)
C (0.171, -3.559, -1.050)
C (1.288, -2.905, -1.811)
S (1.656, -1.264, -1.108)
C (2.055, -1.716, 0.573)
C (3.168, -2.503, 0.838)
C (3.480, -2.853, 2.145)
C (2.694, -2.402, 3.196)
C (1.597, -1.589, 2.944)
C (1.282, -1.246, 1.636)
S (-0.149, -0.206, 1.347)
N (-0.762, -2.725, -0.575)
H (-2.932, 3.699, -1.597)
H (-5.108, 4.086, -0.493)
H (-6.314, 2.206, 0.564)
H (-5.391, -0.078, 0.451)
H (-3.854, -2.683, 0.617)
H (-2.636, -1.650, 1.398)
H (-2.850, -4.924, 0.847)
H (-1.094, -6.484, 0.036)
H (0.844, -5.585, -1.239)
H (0.985, -2.693, -2.841)
H (2.188, -3.515, -1.833)
H (3.793, -2.845, 0.023)
H (4.342, -3.476, 2.341)
H (2.936, -2.676, 4.213)
H (0.986, -1.228, 3.761)
C (3.761, 1.318, 2.029)
C (2.401, 1.928, 2.354)
Sb (0.988, 1.868, 0.768)
C (-0.490, 3.267, 1.376)
C (0.017, 4.705, 1.435)
C (2.127, 2.144, -1.010)
C (2.690, 3.563, -0.975)
H (4.424, 1.427, 2.887)
H (4.242, 1.819, 1.188)
H (3.690, 0.254, 1.800)
H (2.494, 2.986, 2.607)
H (1.916, 1.435, 3.199)
H (-0.771, 2.887, 2.361)
H (-1.349, 3.166, 0.714)
H (0.906, 4.812, 2.056)
H (-0.757, 5.335, 1.872)
H (0.237, 5.099, 0.444)
H (1.494, 1.953, -1.874)
H (2.906, 1.383, -0.968)
H (1.909, 4.315, -1.073)
H (3.370, 3.687, -1.818)
H (3.264, 3.766, -0.069)
O (-0.230, -1.774, -5.400)
S (-0.935, -0.645, -5.910)
O (-2.345, -0.698, -6.029)
O (-0.212, 0.499, -6.328)
S (-0.847, -0.027, -3.096)

The value obtained for the LUMO energy (spin up / spin down) is -6.3 / -6.3 eV. The gap between HOMO and LUMO (spin up / spin down) is 7.6 / 7.3 eV. As for the spin multiplicity: 2. As for the highest occupied orbital energy (spin up / spin down): -0.509 / -0.500 hartree. The net charge is +2.

Mulliken atomic charge list, values in e, 8 entries: Mn 0.1089; S -0.1106; C 0.5976; C -0.7548; C -0.6775; C -0.6915; C -0.6160; C 0.6197

4.
This record from the Open Molecules 2025 dataset describes a structure of composition C25H30N5O3RuSi in a non-equilibrium geometry. The level of theory is ωB97M-V/def2-TZVPD.

Atoms and positions in Å:
Ru (0.442, 0.477, -1.123)
C (-1.299, -3.422, -1.491)
C (-0.930, -2.047, -1.587)
N (0.050, -1.516, -0.893)
N (0.888, -2.249, -0.158)
C (1.892, -1.505, 0.288)
O (1.992, -0.197, 0.179)
C (2.834, -2.117, 1.231)
C (2.505, -3.399, 1.673)
C (2.976, -3.750, 2.949)
C (3.691, -2.874, 3.700)
C (4.074, -1.671, 3.176)
C (3.688, -1.252, 1.895)
C (-1.544, -1.196, -2.506)
C (-2.353, -1.631, -3.527)
C (-2.861, -0.689, -4.502)
C (-2.392, 0.627, -4.482)
C (-1.501, 0.965, -3.449)
N (-1.107, 0.096, -2.528)
H (-2.368, -3.569, -1.656)
H (-1.090, -3.863, -0.502)
H (-0.779, -4.023, -2.241)
H (1.818, -4.055, 1.080)
H (2.643, -4.719, 3.299)
H (3.972, -3.089, 4.668)
H (4.689, -1.042, 3.801)
H (4.135, -0.265, 1.509)
H (-2.687, -2.643, -3.513)
H (-3.579, -1.020, -5.290)
H (-2.638, 1.370, -5.253)
H (-1.269, 2.080, -3.325)
N (1.551, 2.354, -1.523)
C (2.632, 1.944, -2.440)
C (2.242, 0.627, -3.210)
O (2.808, 0.365, -4.243)
O (1.498, -0.229, -2.529)
H (1.058, 3.164, -1.890)
H (1.838, 2.589, -0.544)
H (3.597, 1.693, -1.880)
H (2.958, 2.747, -3.084)
C (-0.431, 4.177, -0.438)
Si (-0.864, 2.938, 0.978)
C (0.387, 3.125, 2.299)
C (-2.608, 3.214, 1.603)
N (-0.684, 1.156, 0.439)
C (-1.322, 0.182, 1.225)
C (-2.566, -0.378, 0.804)
C (-3.147, -1.334, 1.674)
C (-2.518, -1.654, 2.848)
C (-1.269, -1.140, 3.181)
C (-0.645, -0.243, 2.420)
H (-0.966, 5.157, -0.202)
H (-0.609, 3.833, -1.433)
H (0.674, 4.437, -0.272)
H (1.386, 2.733, 2.207)
H (0.065, 2.766, 3.275)
H (0.555, 4.207, 2.466)
H (-2.750, 4.090, 2.276)
H (-2.789, 2.249, 2.192)
H (-3.475, 3.195, 0.872)
H (-2.919, -0.249, -0.218)
H (-4.037, -1.860, 1.404)
H (-2.941, -2.411, 3.499)
H (-0.919, -1.542, 4.178)
H (0.319, 0.291, 2.641)

The value obtained for the LUMO energy (spin up / spin down) is 0.1 / -2.0 eV. The gap between HOMO and LUMO (spin up / spin down) is 5.4 / 5.5 eV. As for the spin multiplicity: 6. As for the highest occupied orbital energy (spin up / spin down): -0.194 / -0.277 hartree. The net charge is 0.

Mulliken atomic charge list, values in e, 8 entries: Ru -0.2261; C -2.1526; C 1.0371; N 2.0396; N -1.4519; C 0.6774; O -0.4921; C 0.4401